# C5H4O

One molecule with the formula C5H4O (wB97M-V/def2-TZVPD, the OMol25 dataset).

Properties
* HOMO-LUMO gap: 0.3606 Ha
* HOMO energy: -0.34113 Eh
* total charge: 0
* SMILES: C#CC=C=CO

Structure (XYZ):
```
10
Properties=species:S:1:pos:R:3:nbo_charge:R:1
C -1.964 -1.406 1.806 -0.20
C -1.054 -0.823 1.272 -0.04
C 0.164 -0.284 0.740 -0.31
C 0.347 0.585 -0.230 -0.04
C 0.898 1.322 -1.163 0.10
O 1.199 0.895 -2.421 -0.66
H -2.763 -1.931 2.283 0.24
H 1.062 -0.684 1.212 0.23
H 1.158 2.366 -1.013 0.20
H 0.954 -0.039 -2.487 0.48
```

***

# C5H4O

One molecule with the formula C5H4O in a non-equilibrium geometry (wB97M-V/def2-TZVPD, the OMol25 dataset).

Properties
* HOMO-LUMO gap: 0.3256 Ha
* HOMO energy: -0.32081 Eh
* total charge: 0
* SMILES: C=Cc1cc1=O

Structure (XYZ):
```
10
Properties=species:S:1:pos:R:3:nbo_charge:R:1
C 0.281 1.504 0.935 -0.33
C 0.508 0.207 0.712 -0.23
C -0.444 -0.616 -0.163 -0.18
C -0.698 -1.813 -0.714 -0.22
C -0.180 -0.415 -1.513 0.65
O -0.056 0.207 -2.514 -0.50
H 0.585 1.978 1.861 0.21
H -0.272 2.102 0.227 0.20
H 1.095 -0.384 1.410 0.21
H -0.817 -2.770 -0.240 0.20
```

***

# C5H4O2

One molecule with the formula C5H4O2 (wB97M-V/def2-TZVPD, the OMol25 dataset).

Properties
* HOMO-LUMO gap: 0.3228 Ha
* HOMO energy: -0.34647 Eh
* total charge: 0
* SMILES: O=C1C=CCC1=O

Structure (XYZ):
```
11
Properties=species:S:1:pos:R:3:nbo_charge:R:1
O -0.469 1.993 -1.127 -0.47
C -0.330 0.944 -0.546 0.43
C -1.065 0.402 0.617 -0.31
C -0.523 -0.759 1.008 -0.08
C 0.676 -1.184 0.198 -0.57
C 0.727 -0.135 -0.903 0.50
O 1.421 -0.124 -1.885 -0.46
H -1.921 0.897 1.061 0.24
H -0.892 -1.359 1.836 0.22
H 1.601 -1.144 0.787 0.25
H 0.598 -2.197 -0.210 0.25
```

***

# C5H4O2

One molecule with the formula C5H4O2 (wB97M-V/def2-TZVPD, the OMol25 dataset).

Properties
* HOMO-LUMO gap: 0.3448 Ha
* HOMO energy: -0.33751 Eh
* total charge: 0
* SMILES: O=c1cccco1

Structure (XYZ):
```
11
Properties=species:S:1:pos:R:3:nbo_charge:R:1
O 2.289 -1.489 0.001 -0.56
C 1.271 -0.850 0.022 0.73
C 1.139 0.601 0.028 -0.33
C -0.072 1.193 -0.036 -0.13
C -1.268 0.397 -0.068 -0.36
C -1.130 -0.937 0.012 0.21
O 0.063 -1.556 0.052 -0.46
H 2.065 1.163 0.081 0.24
H -0.153 2.277 -0.039 0.22
H -2.253 0.845 -0.125 0.23
H -1.952 -1.643 0.071 0.20
```

***

# C5H4O2

One molecule with the formula C5H4O2 (wB97M-V/def2-TZVPD, the OMol25 dataset).

Properties
* HOMO-LUMO gap: 0.3233 Ha
* HOMO energy: -0.34633 Eh
* total charge: 0
* SMILES: O=C1C=CCC1=O

Structure (XYZ):
```
11
Properties=species:S:1:pos:R:3:nbo_charge:R:1
O -1.614 -1.998 -0.091 -0.47
C -0.879 -1.043 -0.145 0.43
C -1.140 0.327 -0.636 -0.31
C -0.114 1.131 -0.323 -0.08
C 1.004 0.440 0.420 -0.57
C 0.583 -1.022 0.372 0.50
O 1.226 -1.991 0.675 -0.46
H -2.041 0.609 -1.168 0.24
H -0.066 2.187 -0.575 0.22
H 1.046 0.736 1.476 0.25
H 1.995 0.623 -0.004 0.25
```

***

# C5H4O2

C5H4O2 as an isolated structure (wB97M-V/def2-TZVPD, the OMol25 dataset).

Properties
* HOMO-LUMO gap: 0.3716 Ha
* HOMO energy: -0.35987 Eh
* total charge: 0

Structure (XYZ):
```
11
Properties=species:S:1:pos:R:3:nbo_charge:R:1
O -1.955 -0.925 0.927 -0.50
C -0.837 -0.666 0.598 0.61
O -0.187 2.012 0.529 -0.51
C -0.336 1.466 -0.535 0.43
C -0.130 -0.030 -0.733 -0.47
C 1.074 -0.628 -0.064 -0.07
C 0.519 -0.885 1.132 -0.29
H -0.746 2.014 -1.408 0.12
H -0.296 -0.294 -1.786 0.22
H 2.056 -0.840 -0.467 0.22
H 0.915 -1.174 2.097 0.23
```

***

# C5H4O2

C5H4O2 as an isolated structure in a non-equilibrium geometry (wB97M-V/def2-TZVPD, the OMol25 dataset).

Properties
* HOMO-LUMO gap: 0.3977 Ha
* HOMO energy: -0.36699 Eh
* total charge: 0

Structure (XYZ):
```
11
Properties=species:S:1:pos:R:3:nbo_charge:R:1
C 1.306 -0.153 0.356 0.61
C 0.371 -0.798 -0.897 0.01
C 0.321 1.070 -0.152 -0.09
C -1.004 0.420 0.306 -0.18
C -0.967 -0.838 -0.002 -0.29
H 0.588 -1.545 -1.513 0.20
H 0.421 2.187 0.130 0.23
H -1.382 0.876 1.557 0.20
H -1.971 -1.371 0.452 0.28
O 2.092 -0.368 1.220 -0.49
O 0.225 0.520 -1.458 -0.48
```

***

# C5H4O2S

One molecule with the formula C5H4O2S in a non-equilibrium geometry (wB97M-V/def2-TZVPD, the OMol25 dataset).

Properties
* HOMO-LUMO gap (spin up / spin down): 0.2944 / 0.2546 Ha
* HOMO energy (spin up / spin down): -0.35094 / -0.30110 Eh
* total charge: 0

Structure (XYZ):
```
12
Properties=species:S:1:pos:R:3:nbo_charge:R:1
C 0.838 -1.282 -0.172 -0.42
C 1.760 1.066 0.109 -0.52
C -0.189 -0.363 -0.150 -0.10
C 0.255 1.098 -0.092 0.43
C -1.685 -0.451 0.005 -0.16
O -0.502 2.033 -0.017 -0.47
O -2.418 0.582 -0.386 -0.25
S 2.363 -0.408 -0.133 0.55
H 0.960 -2.376 -0.065 0.25
H 2.353 1.982 0.167 0.26
H -2.159 -1.356 -0.301 0.24
H -1.576 -0.525 1.035 0.20
```

***

# C5H4O3

One molecule with the formula C5H4O3 in a non-equilibrium geometry (wB97M-V/def2-TZVPD, the OMol25 dataset).

Properties
* HOMO-LUMO gap: 0.3528 Ha
* HOMO energy: -0.33928 Eh
* total charge: 0
* SMILES: O=C1C=COC=CO1

Structure (XYZ):
```
12
Properties=species:S:1:pos:R:3:nbo_charge:R:1
O -1.388 -0.693 -1.889 -0.51
C -0.779 -0.422 -0.943 0.76
C -0.276 0.960 -0.879 -0.46
C 0.526 1.569 0.014 0.23
O 1.322 1.081 0.905 -0.46
C 1.016 -0.099 1.481 0.02
C 0.160 -1.089 1.135 0.05
O -0.608 -1.362 0.033 -0.49
H -0.747 1.683 -1.569 0.25
H 0.778 2.566 -0.143 0.19
H 1.359 -0.088 2.607 0.21
H 0.122 -1.880 1.868 0.21
```

***

# C5H4O3

One molecule with the formula C5H4O3 in a non-equilibrium geometry (wB97M-V/def2-TZVPD, the OMol25 dataset).

Properties
* HOMO-LUMO gap: 0.3268 Ha
* HOMO energy: -0.32118 Eh
* total charge: 0
* SMILES: O=c1cccc(O)o1

Structure (XYZ):
```
12
Properties=species:S:1:pos:R:3:nbo_charge:R:1
O 2.542 -1.254 0.143 -0.55
C 1.503 -0.692 -0.181 0.75
C 1.257 0.684 -0.064 -0.41
C 0.099 1.303 -0.089 -0.09
C -1.067 0.698 -0.075 -0.42
C -0.934 -0.583 -0.160 0.69
O -2.089 -1.254 0.049 -0.66
O 0.182 -1.368 -0.354 -0.50
H 2.174 1.181 -0.063 0.23
H 0.178 2.317 0.137 0.21
H -1.911 1.297 0.188 0.25
H -1.933 -2.328 0.471 0.51
```

***

# C5H4O3

One molecule with the formula C5H4O3 in a non-equilibrium geometry (wB97M-V/def2-TZVPD, the OMol25 dataset).

Properties
* HOMO-LUMO gap: 0.3876 Ha
* HOMO energy: -0.36350 Eh
* total charge: 0
* SMILES: O=C1OC=C[C@H]2O[C@H]12

Structure (XYZ):
```
12
Properties=species:S:1:pos:R:3:nbo_charge:R:1
O 2.798 0.410 -0.247 -0.50
C 1.624 0.169 -0.046 0.77
O 1.058 -1.058 0.215 -0.49
C -0.309 -1.278 0.137 0.12
C -1.385 -0.433 -0.056 -0.31
C -0.703 0.942 -0.388 0.03
O -0.338 2.169 0.145 -0.40
C 0.447 1.055 0.489 -0.07
H -0.806 -2.415 0.184 0.23
H -2.366 -0.970 -0.567 0.26
H -0.266 0.607 -1.456 0.17
H 0.245 0.802 1.588 0.21
```

***

Values of ΔE to the lowest compared entry with this formula, charge and spin, in order: 57.1 83.9 11.4 0.1 11.9 43.5 125.9 102.2 59.2 63.6 145.4, all in kcal per mole.
Values of calculated total energy, in order: -268.02127 -267.97860 -343.37412 -343.39222 -343.37342 -343.32300 -343.19170 -741.42373 -418.56744 -418.56045 -418.43018, all in Ha.